{"formula": "C4H7N3", "method": "ωB97M-V with the def2-TZVPD basis set", "homo_ha": -0.3305, "homo_lumo_gap_ev": 9.53, "de_lowest_kj_mol": 193.0, "e_tot_ha": -320.8098, "total_charge": 0, "elements": ["C", "C", "N", "C", "N", "C", "N", "H", "H", "H", "H", "H", "H", "H"], "positions_angstrom": [[0.4020, 2.1588, 0.7881], [-0.1256, 1.0016, -0.0511], [0.5143, -0.2236, 0.4299], [0.4990, -1.4846, 0.0380], [-0.2420, -1.7746, -1.0868], [-0.1424, -3.0866, -1.4060], [0.0174, -4.2208, -1.5805], [1.4879, 2.2492, 0.6718], [0.1871, 1.9850, 1.8492], [-0.0549, 3.1084, 0.5018], [0.1082, 1.1571, -1.1119], [-1.2151, 0.9165, 0.0495], [1.0728, -0.1007, 1.2618], [-0.7771, -1.1676, -1.7103]], "forces_ev_per_a": [[0.00, 0.05, 0.00], [-0.09, 0.04, -0.12], [0.11, -0.28, 0.13], [-0.02, 0.39, 0.06], [0.18, -0.17, 0.14], [0.08, -1.01, -0.25], [-0.34, 1.06, -0.09], [-0.17, 0.01, 0.00], [0.00, 0.05, -0.17], [0.04, -0.13, 0.00], [-0.03, -0.04, 0.14], [0.14, 0.01, -0.04], [-0.06, 0.08, -0.07], [0.17, -0.06, 0.28]]}